14
Properties=species:S:1:pos:R:3 method="wB97M-V/def2-TZVPD" energy_ev=-8255.95916 orbital_gap_ha="0.1722 / 0.3291" largest_force_ev_per_a=1.47 de_lowest_kcal_mol=7.7 e_lumo_ev="0.59 / 0.56" multiplicity=2 homo_energy_ev="-4.10 / -8.40"
N 0.81 0.38 0.86
C 0.22 1.60 0.66
N -1.05 1.56 0.06
H 0.43 -0.45 0.46
H 1.74 0.32 1.23
H 0.63 2.58 0.84
H -1.57 2.39 -0.15
H -1.58 0.74 0.32
H -1.81 -2.03 -0.53
H -2.29 -0.51 -0.90
O -1.97 -1.13 -0.24
H 2.30 -2.28 -0.26
H 2.20 -1.66 -1.63
O 1.94 -1.50 -0.71

---

11
Properties=species:S:1:pos:R:3 method="wB97M-V/def2-TZVPD" energy_ev=-24094.78218 orbital_gap_ha=0.3254 largest_force_ev_per_a=3.07 smiles="N/C(F)=C/Cl.N#CF" de_lowest_kcal_mol=36.2 e_lumo_ev=0.35 homo_energy_ev=-8.51
C -2.47 1.51 0.91
C 1.14 -0.74 -0.09
C 1.07 0.50 -0.47
N -2.01 0.62 0.37
N 0.76 -1.84 -0.82
F -2.94 2.50 1.62
F 1.53 -1.06 1.22
Cl 1.41 1.83 0.63
H 0.84 0.88 -1.43
H 0.42 -2.58 -0.29
H 0.25 -1.62 -1.65

---

47
Properties=species:S:1:pos:R:3 method="wB97M-V/def2-TZVPD" energy_ev=-41783.26894 orbital_gap_ha=0.3933 charge=+1 largest_force_ev_per_a=2.31 de_lowest_kcal_mol=0.0 e_lumo_ev=-2.86 homo_energy_ev=-13.56
Na 0.67 -0.31 0.17
C -2.61 -4.26 1.47
C -3.39 -3.03 1.93
O -2.98 -2.04 0.99
C -1.97 -2.50 0.24
O -1.55 -1.86 -0.69
O -1.63 -3.72 0.58
H -3.20 -5.06 1.05
H -2.12 -4.68 2.35
H -3.04 -2.68 2.90
H -4.46 -3.22 1.83
C 3.72 -0.39 -2.71
O 2.71 -0.78 -3.63
C 1.45 -0.66 -3.28
O 0.99 0.05 -2.42
O 0.74 -1.36 -4.15
C -0.66 -1.43 -3.95
H 3.56 0.59 -2.25
H 4.68 -0.45 -3.21
H 3.78 -1.11 -1.89
H -1.11 -0.53 -4.37
H -0.94 -1.44 -2.89
H -1.08 -2.31 -4.43
C 5.16 1.32 1.62
O 4.33 2.32 1.05
C 3.17 1.99 0.58
O 2.73 0.86 0.47
O 2.53 3.09 0.21
C 1.11 3.09 0.15
H 4.61 0.70 2.33
H 6.01 1.82 2.08
H 5.52 0.59 0.90
H 0.71 2.35 0.85
H 0.76 2.78 -0.84
H 0.70 4.08 0.27
C -1.59 1.79 3.56
O -2.62 1.93 2.60
C -2.40 1.54 1.37
O -1.37 1.05 0.96
O -3.46 1.79 0.66
C -3.45 1.29 -0.69
H -1.09 0.83 3.49
H -1.96 1.92 4.57
H -0.88 2.60 3.34
H -3.06 0.27 -0.74
H -2.65 1.86 -1.17
H -4.37 1.29 -1.25

---

14
Properties=species:S:1:pos:R:3 method="wB97M-V/def2-TZVPD" energy_ev=-30128.60008 orbital_gap_ha=0.3675 largest_force_ev_per_a=1.69 smiles="C/C=C(/Cl)[C@H](S)C#N" de_lowest_kcal_mol=28.0 e_lumo_ev=0.36 homo_energy_ev=-9.64
C 0.30 1.78 0.55
C 1.19 0.79 -0.09
C 0.95 -0.51 -0.26
C -0.40 -1.18 -0.39
C -1.15 -1.36 0.87
H -0.72 1.42 0.67
H 0.26 2.70 -0.09
H 0.68 2.10 1.55
H 2.20 1.16 -0.22
H -0.12 -2.19 -0.73
H -2.50 -1.09 -1.42
N -1.72 -1.68 1.83
S -1.37 -0.43 -1.82
Cl 2.39 -1.51 -0.45